Record 1
ORCA calculation (ωB97M-V/def2-TZVPD) on an isolated ion of composition C4H9N2O2 and charge +1 in a non-equilibrium geometry.

Computed properties:
Net charge: +1
Strongest force on any atom, eV Å⁻¹: 5.84
Structure (SMILES): CO[C@H]1[NH+]=C(C)NO1

Geometry as XYZ:
```
17
Properties=species:S:1:pos:R:3:forces:R:3
C 1.122309 -1.928704 1.518985 1.89 -3.58 2.56
O 1.187054 -0.666627 1.043824 0.87 1.77 -1.17
C 1.158621 -0.493985 -0.301243 -3.25 0.91 2.04
N -0.484020 -0.416349 -0.630941 3.09 0.31 -0.07
C -0.694590 0.894838 -0.632575 0.73 -0.06 0.95
C -1.978677 1.578344 -0.786165 0.23 2.85 -0.08
N 0.420671 1.621765 -0.545295 -1.93 -5.46 -0.70
O 1.557964 0.821333 -0.499637 0.29 0.97 -1.12
H 0.118497 -2.381332 1.361310 0.67 0.02 0.47
H 1.480348 -1.864625 2.606385 -1.46 -0.08 -1.22
H 1.968104 -2.643019 1.186920 -1.38 1.05 -0.49
H 1.707924 -1.209797 -0.882827 0.09 -0.26 -0.51
H -1.068577 -1.200242 -0.289853 0.19 1.20 -0.59
H -2.222368 1.295459 -1.775289 -0.97 -0.28 -1.19
H -1.901483 2.765163 -0.842925 0.01 -2.62 0.48
H -2.746333 1.264893 -0.097286 -0.13 -0.10 0.21
H 0.374559 2.562886 -0.433386 1.06 3.35 0.42
```
Forces are in eV/Å.

Record 2
ORCA calculation (ωB97M-V/def2-TZVPD) on a 2-piece molecular cluster, C4H9N2O2 overall in a non-equilibrium geometry.

Computed properties:
Net charge: +1
Strongest force on any atom, eV Å⁻¹: 3.38

Geometry as XYZ:
```
17
Properties=species:S:1:pos:R:3:forces:R:3
C 3.198253 -0.181386 0.388325 1.17 1.69 1.72
C -1.065431 0.254371 -0.129174 -0.15 -0.16 -0.31
C -3.052878 1.851218 -0.418866 0.49 0.32 -3.32
C -0.462428 -2.047356 0.112405 0.11 -0.66 0.43
N -1.894567 1.034049 -0.299028 -0.10 -0.12 0.76
N -0.177971 -0.643934 0.031833 1.29 1.53 -1.46
O 4.347861 0.513881 0.504764 -0.29 -0.03 -1.02
O 2.210608 0.248355 -0.146400 -0.10 0.24 -1.13
H 3.128402 -1.063055 1.061037 0.81 0.21 -0.62
H -3.244733 2.511910 0.377766 0.09 0.50 1.19
H -2.856328 2.450736 -1.374290 -0.67 -0.62 1.35
H -3.883510 1.174073 -0.607319 -0.10 0.14 0.09
H -1.486508 -2.168244 0.353457 -1.05 -0.36 0.08
H 0.080422 -2.220793 1.006068 0.48 -1.63 0.75
H -0.182723 -2.719328 -0.720967 0.08 0.87 0.23
H 4.469937 1.363943 -0.052297 -0.96 -1.96 1.01
H 0.871592 -0.358443 -0.087306 -1.11 0.03 0.25
```
Forces are in eV/Å.

Record 3
ORCA calculation (ωB97M-V/def2-TZVPD) on an isolated ion of composition C4H9N2O2S and charge +1 in a non-equilibrium geometry.

Computed properties:
Net charge: +1
Strongest force on any atom, eV Å⁻¹: 5.08
Structure (SMILES): CS[N@@+]1(C)C[C@@H]1[N+](=O)[O-]

Geometry as XYZ:
```
18
Properties=species:S:1:pos:R:3:forces:R:3
C 1.115732 -1.512352 1.417745 -5.01 0.28 -0.75
S 0.944441 0.323906 1.187591 1.88 0.00 1.56
N -0.154868 0.764910 -0.048616 -3.25 -2.72 -0.01
C -0.067404 2.110737 -0.614196 0.69 1.05 -1.91
C -0.704804 -0.300702 -0.890877 -3.44 1.80 0.70
C -1.749480 -0.040618 0.190084 1.79 2.97 -3.38
N -2.955324 0.769697 -0.027995 -1.04 1.96 -2.53
O -3.766904 0.717072 0.844934 -0.15 -0.65 1.29
O -3.142400 1.454087 -1.058041 1.65 -1.47 1.09
H 0.062929 -1.986382 1.670636 1.99 0.91 -0.76
H 1.613069 -1.653316 2.305475 1.41 0.48 2.30
H 1.613790 -2.081737 0.700070 0.71 -0.44 -1.62
H -0.976755 2.743160 -0.837552 0.28 -1.78 0.11
H 0.465512 2.785773 0.014270 0.75 -0.03 0.95
H 0.561827 1.940548 -1.525553 -0.71 0.63 0.54
H -0.436295 -1.310220 -0.853445 1.60 -1.09 -0.22
H -1.104256 0.121658 -1.822892 0.50 -0.42 0.04
H -1.768972 -0.315895 1.166445 0.35 -1.46 2.59
```
Forces are in eV/Å.

Computed electronic energy, in the same sequence as the records: -417.44752; -417.51400; -815.48399 a.u..
Computed frontier orbital gap, in the same sequence as the records: 11.46; 11.50; 8.43 eV.
Computed relative energy (zero: lowest compared OMol25 entry of this formula, charge and spin), in the same sequence as the records: 83.99; 42.27; 147.93 kcal per mole.